--- i ---
Entry from OMol25: a 2-piece molecular cluster, C2HO2S2 overall (ωB97M-V with the def2-TZVPD basis set).

Calculated values
charge: -1
LUMO: 3.702 eV
multiplicity: 1
HOMO-LUMO gap: 6.0353 eV

Last column: Löwdin charge in e.
Atoms and positions in Å:
C (0.53, -0.08, -1.84)  -0.5797
C (-0.08, -0.23, 0.85)  -0.9240
O (0.92, -1.14, -2.00)  0.1539
O (0.24, 0.99, -1.73)  0.1947
S (0.00, 1.31, 1.93)  0.1347
S (-1.70, 0.34, 1.50)  0.1236
H (0.08, -1.19, 1.28)  -0.1032

--- ii ---
Entry from OMol25: a 2-piece molecular cluster, C2HO2S2 overall (ωB97M-V with the def2-TZVPD basis set).

Calculated values
charge: -1
LUMO: 3.266 eV
multiplicity: 1
HOMO-LUMO gap: 7.6215 eV

Last column: Löwdin charge in e.
Atoms and positions in Å:
C (-0.60, -2.05, 0.02)  -0.8391
C (-1.24, -0.53, 0.37)  -0.9187
O (0.58, -2.00, 0.24)  -0.0521
O (-1.40, -2.86, -0.41)  -0.0461
S (-1.42, 0.96, -0.74)  0.3182
S (-2.96, -0.06, 0.18)  0.3650
H (-0.47, 0.01, 1.61)  0.1728

Energy above the most stable structure, in kcal/mol: i 0.0; ii 1.2